DFT (ωB97M-V/def2-TZVPD) results for 15 unconnected molecules or ions with the total composition C13H44BNO22 at a distorted geometry.

The calculated total energy is -2256.7659 Eh. The value obtained for the gap between HOMO and LUMO is 0.1105 Ha. Its charge is -2. The energy relative to the best compared isomer or geometry (same formula, charge and spin) comes out at 4.920 eV. As for the LUMO energy: 2.892 eV.

Atoms and positions in Å:
C1 -4.58 4.07 2.11
C2 -3.93 5.08 3.05
C3 -3.11 4.38 4.12
C4 -1.77 3.82 3.62
C5 -0.91 4.85 2.80
C6 -1.67 5.71 1.80
N1 -3.05 6.03 2.28
O1 -3.79 6.93 1.41
C7 -1.86 4.78 0.58
C8 -0.71 6.85 1.40
C9 -5.00 5.81 3.92
H1 -5.25 3.34 2.56
H2 -3.95 3.47 1.44
H3 -5.12 4.70 1.41
H4 -3.64 3.46 4.38
H5 -2.92 5.04 4.96
H6 -1.72 2.91 3.02
H7 -1.13 3.63 4.49
H8 -0.13 4.30 2.29
H9 -0.21 5.40 3.43
H10 -0.99 4.64 -0.06
H11 -2.66 5.09 -0.10
H12 -2.04 3.77 0.96
H13 -0.50 7.57 2.19
H14 -1.20 7.39 0.59
H15 0.27 6.49 1.07
H16 -4.57 6.16 4.86
H17 -5.72 5.07 4.28
H18 -5.53 6.64 3.46
O2 4.17 -1.17 -0.82
C10 3.08 -1.76 -0.70
O3 2.20 -1.96 -1.65
B1 1.07 -2.84 -1.14
O4 1.37 -3.02 0.31
C11 2.47 -2.32 0.61
O5 2.93 -2.23 1.74
O6 -0.25 -2.21 -1.42
C12 -0.95 -2.91 -2.23
O7 -2.06 -2.59 -2.59
C13 -0.16 -4.19 -2.52
O8 0.95 -4.12 -1.96
O9 -0.58 -5.20 -3.15
O10 -8.02 -2.97 -0.45
H19 -7.22 -2.91 -0.97
H20 -7.71 -2.86 0.46
O11 11.10 3.81 -0.71
H21 11.44 4.33 0.02
H22 10.21 4.12 -0.84
O12 -1.65 -10.08 -9.93
H23 -1.17 -9.25 -9.99
H24 -2.30 -9.93 -9.24
O13 6.15 -7.87 -1.26
H25 6.97 -7.55 -1.61
H26 5.55 -7.87 -2.00
O14 -0.55 -12.06 -3.86
H27 -0.67 -11.13 -4.03
H28 -1.39 -12.45 -4.12
O15 -6.78 -1.88 -8.00
H29 -6.00 -2.19 -7.54
H30 -7.51 -2.25 -7.51
O16 6.10 4.98 -2.14
H31 5.73 4.10 -2.05
H32 5.75 5.30 -2.97
O17 3.20 -1.19 8.85
H33 3.22 -0.23 8.77
H34 3.08 -1.51 7.96
O18 -9.16 -4.80 -5.09
H35 -10.04 -5.05 -5.39
H36 -9.26 -4.66 -4.15
O19 10.36 -1.45 1.07
H37 9.71 -1.05 0.49
H38 10.65 -0.74 1.64
O20 0.32 -6.06 6.02
H39 0.94 -6.74 5.76
H40 0.25 -5.50 5.25
O21 4.65 -2.55 -6.82
H41 4.02 -1.83 -6.94
H42 5.44 -2.12 -6.49
O22 6.29 3.78 3.75
H43 5.70 4.41 3.34
H44 5.75 3.01 3.91

Mulliken population analysis, charges in e, atoms 1 to 2: atom 1 (C): -1.742, atom 2 (C): 1.641

DFT (ωB97M-V/def2-TZVPD) results for 9 unconnected molecules or ions with the total composition C13H44O13 at a distorted geometry.

The calculated total energy is -1499.6430 Eh. The value obtained for the gap between HOMO and LUMO is 0.3570 Ha. As for the SMILES: OCCO.OCCO.OCCO.OCCO.CO.CO.CO.CO.CO. The energy relative to the best compared isomer or geometry (same formula, charge and spin) comes out at 0.446 eV. As for the LUMO energy: 0.375 eV.

Atoms and positions in Å:
O1 2.79 0.55 1.70
C1 3.91 1.33 1.91
C2 4.00 2.01 3.24
O2 5.29 2.54 3.54
H1 2.61 0.18 2.56
H2 4.83 0.75 1.82
H3 4.03 2.09 1.14
H4 3.78 1.24 3.99
H5 3.17 2.71 3.27
H6 5.30 2.79 4.46
O3 -3.17 -1.06 -2.13
C3 -2.45 -2.13 -2.66
C4 -1.51 -1.67 -3.76
O4 -0.17 -1.23 -3.31
H7 -3.99 -1.00 -2.63
H8 -1.87 -2.65 -1.90
H9 -3.17 -2.87 -2.99
H10 -1.94 -0.92 -4.42
H11 -1.31 -2.55 -4.38
H12 -0.28 -0.44 -2.77
O5 -0.85 -4.08 3.94
C5 -0.41 -4.36 2.59
C6 0.30 -3.12 2.02
O6 0.66 -3.39 0.69
H13 -1.52 -3.39 3.96
H14 0.23 -5.24 2.55
H15 -1.29 -4.62 2.00
H16 1.20 -2.93 2.60
H17 -0.37 -2.27 2.17
H18 1.13 -2.62 0.38
O7 0.17 1.24 -2.15
C7 0.27 1.32 -0.72
C8 -0.53 0.15 -0.19
O8 -1.94 0.32 -0.26
H19 0.63 1.96 -2.60
H20 1.30 1.29 -0.38
H21 -0.17 2.31 -0.56
H22 -0.22 0.00 0.84
H23 -0.21 -0.80 -0.63
H24 -2.30 -0.13 -1.03
C9 2.54 3.67 -2.52
O9 1.83 2.84 -3.45
H25 2.06 4.64 -2.40
H26 2.55 3.16 -1.56
H27 3.57 3.79 -2.84
H28 1.63 3.34 -4.25
C10 3.63 -2.38 0.14
O10 2.49 -1.58 0.19
H29 4.37 -2.10 0.89
H30 3.40 -3.43 0.29
H31 4.09 -2.15 -0.82
H32 2.68 -0.70 0.52
C11 -3.38 2.69 2.05
O11 -2.08 2.13 1.90
H33 -4.11 1.89 1.97
H34 -3.59 3.08 3.05
H35 -3.50 3.51 1.34
H36 -2.06 1.61 1.09
C12 -2.17 1.87 -4.36
O12 -2.95 2.34 -5.50
H37 -2.75 1.30 -3.63
H38 -1.27 1.35 -4.67
H39 -1.83 2.78 -3.86
H40 -3.26 1.54 -5.93
C13 -2.88 -0.75 3.28
O13 -2.59 -1.99 3.89
H41 -3.66 -0.23 3.83
H42 -1.96 -0.18 3.23
H43 -3.29 -0.93 2.28
H44 -3.45 -2.42 3.91

natural (NBO) population analysis, charges in e, atoms 1 to 2: atom 1 (O): -0.711, atom 2 (C): -0.081

DFT (ωB97M-V/def2-TZVPD) results for a molecular structure, C13H46F3Hf2N2O23S3 at a distorted geometry.

The calculated total energy is -3952.2520 Eh. The value obtained for the gap between HOMO and LUMO is 0.0533 Ha. Its charge is +3. As for the LUMO energy: -12.047 eV.

Atoms and positions in Å:
Hf1 -29.42 7.40 12.82
Hf2 -33.07 3.17 13.32
S1 -31.46 6.20 14.67
O1 -31.53 7.32 13.63
O2 -29.96 6.02 14.52
O3 -31.84 6.61 15.95
O4 -32.27 5.02 14.27
S2 -30.97 4.33 11.53
O5 -30.31 5.61 11.87
O6 -30.41 3.67 10.42
O7 -30.89 3.43 12.74
O8 -32.45 4.49 11.61
C1 -34.91 0.21 10.38
F1 -35.74 0.35 11.44
F2 -34.00 -0.67 10.77
F3 -35.59 -0.15 9.33
S3 -34.12 1.86 10.10
O9 -33.53 2.14 11.48
O10 -33.08 1.65 9.15
O11 -35.10 2.84 9.79
C2 -24.44 9.90 9.83
O12 -24.72 8.59 9.36
C3 -23.69 7.69 9.71
C4 -23.97 6.35 9.08
N1 -25.20 5.77 9.62
C5 -25.64 4.59 8.84
C6 -26.89 4.07 9.47
O13 -28.04 4.90 9.28
C7 -28.36 5.26 7.92
H1 -23.49 10.27 9.42
H2 -24.41 9.96 10.92
H3 -25.19 10.56 9.41
H4 -23.60 7.61 10.80
H5 -22.71 8.07 9.40
H6 -23.13 5.67 9.08
H7 -24.12 6.62 8.02
H8 -25.92 6.48 9.48
H9 -24.86 3.84 8.82
H10 -25.83 4.97 7.83
H11 -26.76 3.95 10.54
H12 -27.11 3.06 9.11
H13 -27.64 5.91 7.44
H14 -29.37 5.67 7.88
H15 -28.48 4.30 7.39
C8 -39.22 9.91 7.93
O14 -38.40 8.80 7.62
C9 -39.00 7.81 6.82
C10 -37.89 7.05 6.14
N2 -36.91 6.51 7.06
C11 -35.74 6.03 6.36
C12 -34.79 5.25 7.23
O15 -33.83 6.11 7.82
C13 -32.84 5.41 8.49
H16 -38.61 10.67 8.41
H17 -40.06 9.65 8.58
H18 -39.62 10.37 7.01
H19 -39.60 8.28 6.04
H20 -39.68 7.15 7.37
H21 -37.42 7.69 5.37
H22 -38.36 6.31 5.48
H23 -36.68 7.34 7.62
H24 -35.21 6.88 5.88
H25 -35.98 5.48 5.45
H26 -34.32 4.47 6.61
H27 -35.31 4.74 8.04
H28 -33.27 4.82 9.30
H29 -32.07 6.09 8.87
H30 -32.33 4.73 7.79
O16 -28.46 6.87 10.81
H31 -28.28 5.92 10.41
H32 -28.03 7.49 10.19
O17 -34.51 4.99 12.98
H33 -34.15 5.88 12.83
H34 -35.48 5.09 12.98
O18 -30.19 2.27 8.17
H35 -30.21 2.83 8.95
H36 -31.10 1.93 8.09
O19 -28.59 1.85 11.34
H37 -28.28 1.24 10.66
H38 -29.25 2.42 10.90
O20 -31.82 2.48 15.21
H39 -31.62 2.96 16.03
H40 -31.27 1.68 15.22
O21 -31.65 1.12 12.91
H41 -31.81 0.18 13.09
H42 -30.78 1.16 12.47
O22 -28.29 3.21 13.67
H43 -29.23 3.41 13.55
H44 -28.05 2.67 12.89
O23 -27.83 5.76 13.16
H45 -27.97 4.78 13.45
H46 -26.90 5.81 12.88

Mulliken population analysis, charges in e, atoms 1 to 2: atom 1 (Hf): 1.326, atom 2 (Hf): 1.337

DFT (ωB97M-V/def2-TZVPD) results for 11 unconnected molecules or ions with the total composition C13H47BClFO10 at a distorted geometry.

The calculated total energy is -1860.6594 Eh. The value obtained for the gap between HOMO and LUMO is 0.3725 Ha. As for the SMILES: FBCCCCl.CO.CO.CO.CO.CO.CO.CO.CO.CO.CO. As for the LUMO energy: 0.641 eV.

Atoms and positions in Å:
F1 7.18 2.19 0.88
B1 6.36 3.08 0.32
C1 5.16 3.65 1.17
C2 3.99 4.10 0.25
C3 2.93 3.00 0.28
Cl1 2.21 2.82 1.93
H1 6.57 3.40 -0.81
H2 4.86 2.83 1.81
H3 5.51 4.47 1.80
H4 4.34 4.11 -0.78
H5 3.59 5.07 0.49
H6 3.44 2.07 0.03
H7 2.10 3.18 -0.39
C4 -0.24 0.98 4.73
O1 0.75 2.00 4.85
H8 -0.67 0.82 5.71
H9 -1.03 1.29 4.05
H10 0.22 0.04 4.38
H11 1.12 2.14 3.98
C5 4.84 -1.10 0.58
O2 3.41 -1.02 0.58
H12 5.13 -1.94 -0.04
H13 5.28 -0.18 0.17
H14 5.20 -1.25 1.60
H15 3.17 -0.28 1.14
C6 1.65 3.65 -3.64
O3 2.35 4.36 -2.62
H16 2.13 2.68 -3.76
H17 0.61 3.50 -3.36
H18 1.70 4.19 -4.59
H19 1.93 5.21 -2.51
C7 3.90 -1.93 4.38
O4 4.88 -1.17 3.67
H20 3.41 -2.58 3.66
H21 4.37 -2.55 5.15
H22 3.16 -1.28 4.84
H23 5.32 -0.60 4.31
C8 0.04 0.58 -2.42
O5 0.64 1.23 -1.30
H24 -0.83 1.16 -2.71
H25 0.74 0.52 -3.26
H26 -0.29 -0.42 -2.15
H27 1.41 0.71 -1.04
C9 -3.19 -2.16 -3.40
O6 -2.28 -1.80 -2.36
H28 -2.70 -1.95 -4.35
H29 -3.44 -3.22 -3.34
H30 -4.11 -1.57 -3.33
H31 -2.71 -1.98 -1.52
C10 -5.50 -5.78 -4.06
O7 -4.90 -5.17 -2.91
H32 -6.35 -5.18 -4.35
H33 -4.79 -5.82 -4.89
H34 -5.84 -6.79 -3.82
H35 -4.15 -5.71 -2.66
C11 -7.59 -7.59 -6.57
O8 -7.43 -6.20 -6.32
H36 -7.52 -8.10 -5.61
H37 -8.56 -7.81 -7.01
H38 -6.80 -7.98 -7.22
H39 -7.48 -5.75 -7.17
C12 -2.74 2.52 7.15
O9 -2.95 1.49 6.20
H40 -1.84 3.05 6.85
H41 -3.57 3.22 7.17
H42 -2.59 2.10 8.15
H43 -3.75 1.01 6.45
C13 -1.94 2.21 1.18
O10 -1.10 3.06 1.95
H44 -2.86 2.06 1.74
H45 -2.19 2.67 0.21
H46 -1.46 1.24 1.00
H47 -0.29 3.20 1.46

Mulliken population analysis, charges in e, atoms 1 to 2: atom 1 (F): -0.292, atom 2 (B): 0.416

DFT (ωB97M-V/def2-TZVPD) results for 12 unconnected molecules or ions with the total composition C13H51BFN23O15S at a distorted geometry.

The calculated total energy is -3437.4838 Eh. The value obtained for the gap between HOMO and LUMO is 0.3129 Ha. As for the SMILES: CCOB(O)NS(=O)(=O)F.NC(N)=O.NC(N)=O.NC(N)=O.NC(N)=O.NC(N)=O.NC(N)=O.NC(N)=O.NC(N)=O.NC(N)=O.NC(N)=O.NC(N)=O. As for the LUMO energy: 0.223 eV.

Atoms and positions in Å:
C1 1.63 -5.83 -0.29
C2 0.96 -4.70 0.45
O1 -0.31 -4.42 -0.18
B1 -0.98 -3.27 0.04
O2 -0.43 -2.03 0.13
N1 -2.48 -3.29 0.12
S1 -3.18 -4.66 0.62
O3 -4.58 -4.46 0.78
O4 -2.41 -5.20 1.69
F1 -3.05 -5.62 -0.61
H1 2.65 -5.96 0.06
H2 1.05 -6.75 -0.16
H3 1.63 -5.61 -1.37
H4 1.59 -3.81 0.45
H5 0.76 -4.98 1.48
H6 0.38 -1.95 -0.41
H7 -2.86 -3.04 -0.80
N2 0.38 -2.09 -3.88
C3 1.39 -1.52 -3.17
N3 2.28 -0.78 -3.87
O5 1.48 -1.67 -1.95
H8 0.29 -1.97 -4.87
H9 -0.30 -2.62 -3.38
H10 3.01 -0.32 -3.35
H11 2.24 -0.64 -4.86
N4 -5.06 -0.13 -1.97
C4 -4.93 -1.34 -2.59
N5 -6.09 -1.90 -3.02
O6 -3.84 -1.88 -2.74
H12 -5.94 0.32 -1.84
H13 -4.22 0.31 -1.64
H14 -6.04 -2.79 -3.48
H15 -6.99 -1.46 -2.90
N6 5.57 0.54 -6.86
C5 4.23 0.78 -6.81
N7 3.86 2.09 -6.83
O7 3.41 -0.13 -6.75
H16 6.26 1.26 -6.90
H17 5.86 -0.42 -6.84
H18 2.88 2.30 -6.78
H19 4.52 2.85 -6.87
N8 -2.69 -1.41 3.77
C6 -3.30 -2.12 4.78
N9 -3.53 -3.43 4.50
O8 -3.60 -1.58 5.84
H20 -2.44 -1.82 2.88
H21 -2.50 -0.45 3.94
H22 -3.97 -4.02 5.19
H23 -3.25 -3.83 3.62
N10 2.56 -1.03 0.76
C7 3.61 -0.49 1.41
N11 4.56 0.08 0.62
O9 3.72 -0.53 2.64
H24 2.43 -0.97 -0.25
H25 1.86 -1.50 1.31
H26 5.33 0.52 1.08
H27 4.49 0.13 -0.38
N12 -7.62 2.65 -4.17
C8 -8.42 2.24 -3.14
N13 -8.97 3.24 -2.39
O10 -8.62 1.06 -2.92
H28 -7.44 3.62 -4.38
H29 -7.20 1.94 -4.74
H30 -9.56 2.96 -1.62
H31 -8.81 4.21 -2.56
N14 2.56 2.73 -0.18
C9 3.00 2.75 -1.47
N15 2.85 3.93 -2.12
O11 3.49 1.75 -2.00
H32 2.15 3.53 0.26
H33 2.65 1.88 0.33
H34 3.17 3.98 -3.07
H35 2.45 4.76 -1.69
N16 3.12 8.24 -2.25
C10 2.08 7.76 -1.50
N17 1.33 8.68 -0.86
O12 1.85 6.55 -1.42
H36 3.33 9.22 -2.33
H37 3.69 7.58 -2.73
H38 0.58 8.35 -0.27
H39 1.52 9.66 -0.88
N18 -4.58 -6.51 8.50
C11 -4.03 -6.24 7.27
N19 -3.00 -7.06 6.90
O13 -4.44 -5.34 6.57
H40 -4.26 -7.25 9.10
H41 -5.33 -5.92 8.80
H42 -2.58 -6.88 6.00
H43 -2.65 -7.80 7.46
N20 4.93 -3.16 2.94
C12 4.58 -4.46 2.78
N21 5.58 -5.37 2.98
O14 3.45 -4.82 2.48
H44 5.85 -2.86 3.18
H45 4.22 -2.45 2.81
H46 5.35 -6.34 2.87
H47 6.52 -5.12 3.23
N22 3.18 9.61 3.28
C13 2.08 10.19 2.73
N23 1.77 11.43 3.21
O15 1.41 9.63 1.88
H48 3.75 10.04 3.98
H49 3.43 8.69 2.95
H50 0.95 11.88 2.84
H51 2.30 11.90 3.91

Mulliken population analysis, charges in e, atoms 1 to 2: atom 1 (C): -1.370, atom 2 (C): 0.619